{
  "formula": "C29H64N8O13",
  "method": "ωB97M-V/def2-TZVPD",
  "total_charge": -2,
  "largest_force_ev_per_a": 4.93,
  "relative_energy_ev": 5.9387,
  "lumo_ev": 3.38,
  "homo_lumo_gap_ev": 3.43,
  "energy_ha": -2559.417998,
  "elements": ["O", "C", "C", "O", "H", "H", "H", "H", "C", "C", "O", "C", "O", "O", "H", "H", "H", "H", "C", "C", "O", "N", "C", "H", "H", "H", "H", "H", "H", "H", "C", "C", "O", "N", "C", "H", "H", "H", "H", "H", "H", "H", "C", "C", "O", "N", "C", "H", "H", "H", "H", "H", "H", "H", "C", "C", "O", "N", "C", "H", "H", "H", "H", "H", "H", "H", "C", "C", "O", "N", "C", "H", "H", "H", "H", "H", "H", "H", "C", "C", "O", "N", "C", "H", "H", "H", "H", "H", "H", "H", "C", "C", "O", "N", "C", "H", "H", "H", "H", "H", "H", "H", "C", "C", "O", "N", "C", "H", "H", "H", "H", "H", "H", "H"],
  "coordinates": [[-0.0723, 0.4102, -1.7561], [-0.3017, 0.3665, -0.3290], [-0.3157, -1.0251, 0.4496], [-1.1780, -2.0397, 0.0318], [-1.3173, 0.7490, -0.4306], [0.1593, 1.1175, 0.3125], [-0.5374, -0.7160, 1.4711], [0.6963, -1.4255, 0.3892], [-2.9727, -4.1028, 1.7059], [-3.3577, -3.2121, 2.9097], [-3.7360, -3.9739, 4.0038], [-3.6920, -5.2767, 3.5212], [-3.8690, -6.1996, 4.2512], [-3.5219, -5.3568, 2.2043], [-1.8879, -4.1261, 1.6016], [-3.4579, -3.6750, 0.8286], [-4.1337, -2.4818, 2.6803], [-2.4693, -2.6224, 3.1357], [3.4338, -1.8052, 0.9744], [4.4604, -1.8256, 2.1570], [5.6057, -2.3482, 2.0646], [4.1660, -1.1773, 3.3091], [3.0407, -0.3456, 3.6147], [3.9158, -1.9584, 0.0089], [3.0699, -0.7784, 0.9384], [2.7611, -2.6574, 1.0711], [4.8644, -1.3226, 4.0242], [3.0142, 0.3273, 2.7576], [3.1099, 0.2423, 4.5299], [2.0795, -0.8581, 3.6534], [1.2837, 3.6988, -2.6864], [0.1112, 4.3733, -1.9874], [-0.2621, 5.4798, -2.2463], [-0.4575, 3.7029, -1.0346], [-1.5057, 4.0880, -0.0343], [1.9970, 3.0639, -2.1607], [1.7660, 4.5660, -3.1374], [0.9504, 3.1605, -3.5737], [-0.0200, 2.8006, -0.9145], [-1.0725, 3.9104, 0.9500], [-2.4718, 3.6257, -0.2365], [-1.6876, 5.1614, 0.0188], [0.5066, -6.6652, -1.8014], [0.3465, -5.2555, -1.2746], [-0.4242, -4.5422, -1.8547], [0.9234, -4.8523, -0.1926], [1.8897, -5.5720, 0.4724], [1.5284, -7.0323, -1.8979], [-0.1350, -6.7538, -2.6781], [-0.0345, -7.2825, -1.0843], [0.6027, -3.9632, 0.1635], [2.7149, -5.6825, -0.2311], [1.5917, -6.6202, 0.4486], [2.2170, -5.2059, 1.4455], [5.7689, 4.1108, -1.1468], [5.0191, 2.9038, -0.7542], [5.2306, 1.8209, -1.2738], [4.1132, 3.1346, 0.2501], [3.0914, 2.2147, 0.6384], [5.6673, 5.0465, -0.5971], [5.4198, 4.4417, -2.1250], [6.7925, 3.8555, -1.4213], [4.1332, 4.0757, 0.6164], [3.5885, 1.4721, 1.2626], [2.5983, 1.8106, -0.2457], [2.4244, 2.7977, 1.2734], [-5.9427, 1.3812, -4.8004], [-4.5584, 1.4195, -4.1531], [-3.8316, 0.3699, -4.0949], [-4.1865, 2.6340, -3.6589], [-2.9977, 2.8215, -2.9425], [-6.1219, 2.3800, -5.1983], [-6.7677, 1.2334, -4.1036], [-6.0754, 0.5436, -5.4853], [-4.9369, 3.3040, -3.5695], [-2.0743, 2.3254, -3.2414], [-3.0847, 2.2895, -1.9951], [-2.6775, 3.8477, -2.7618], [3.4774, -2.6494, -4.2264], [2.2877, -1.9373, -3.3935], [1.2155, -2.4786, -3.1367], [2.4028, -0.6478, -3.0447], [3.3000, 0.3553, -3.6018], [4.4860, -2.4178, -3.8839], [3.4536, -2.2660, -5.2464], [3.1030, -3.6725, -4.1912], [1.6335, -0.2671, -2.5123], [3.0211, 0.6306, -4.6189], [4.3084, -0.0556, -3.6503], [3.3912, 1.2155, -2.9386], [-5.8920, -0.0512, -0.6818], [-4.5004, -0.7229, -0.5986], [-4.1064, -1.4229, -1.4613], [-3.7826, -0.6052, 0.4896], [-4.0156, 0.1971, 1.6788], [-5.8699, 0.9972, -0.3845], [-6.5610, -0.6809, -0.0953], [-6.3313, -0.2062, -1.6673], [-2.8468, -0.9825, 0.5351], [-4.9946, 0.6689, 1.5959], [-3.4009, 1.0562, 1.9474], [-4.0177, -0.4479, 2.5574], [-0.0909, 1.8854, 3.7988], [1.0057, 2.8019, 4.2734], [1.9670, 3.0464, 3.6195], [0.7700, 3.5895, 5.3115], [-0.3249, 3.4092, 6.2523], [-0.1726, 1.5567, 2.7628], [-1.0638, 2.2011, 4.1753], [-0.0640, 0.9494, 4.3568], [1.3575, 4.3795, 5.5370], [-1.2029, 3.9171, 5.8532], [-0.0460, 3.9800, 7.1380], [-0.4031, 2.3354, 6.4221]],
  "lowdin_charge": [-0.36, -0.40, -0.43, -0.33, 0.06, 0.03, 0.04, 0.05, -0.06, -0.18, 0.05, -0.58, 0.12, 0.07, 0.11, 0.13, 0.10, 0.12, 0.03, -0.48, -0.05, -0.01, -0.09, 0.08, 0.05, 0.07, 0.13, 0.05, 0.08, 0.08, 0.01, -0.64, 0.01, 0.05, -0.04, 0.05, 0.07, 0.09, 0.08, 0.07, 0.06, 0.07, -0.01, -0.62, 0.07, 0.02, -0.12, 0.07, 0.08, 0.07, 0.13, 0.08, 0.07, 0.09, -0.03, -0.57, 0.05, 0.00, -0.06, 0.07, 0.08, 0.08, 0.12, 0.07, 0.09, 0.07, -0.02, -0.49, 0.03, -0.01, -0.10, 0.06, 0.06, 0.08, 0.13, 0.10, 0.08, 0.08, -0.01, -0.51, 0.04, 0.02, -0.09, 0.05, 0.05, 0.06, 0.07, 0.07, 0.06, 0.05, -0.01, -0.61, 0.10, 0.05, -0.09, 0.06, 0.07, 0.06, 0.08, 0.06, 0.06, 0.05, 0.01, -0.59, 0.05, -0.01, -0.09, 0.08, 0.07, 0.08, 0.14, 0.08, 0.08, 0.09]
}

***

{
  "formula": "C29H65AsF12O19SV",
  "method": "ωB97M-V/def2-TZVPD",
  "total_charge": -1,
  "largest_force_ev_per_a": 3.26,
  "lumo_ev": 1.92,
  "homo_lumo_gap_ev": 8.61,
  "energy_ha": -7349.931549,
  "elements": ["O", "V", "O", "C", "F", "F", "F", "S", "O", "O", "O", "As", "F", "F", "F", "F", "F", "F", "C", "O", "C", "C", "O", "C", "H", "H", "H", "H", "H", "H", "H", "H", "H", "H", "C", "O", "C", "C", "O", "C", "H", "H", "H", "H", "H", "H", "H", "H", "H", "H", "C", "O", "C", "C", "O", "C", "H", "H", "H", "H", "H", "H", "H", "H", "H", "H", "C", "O", "C", "C", "O", "C", "H", "H", "H", "H", "H", "H", "H", "H", "H", "H", "C", "O", "C", "C", "O", "C", "H", "H", "H", "H", "H", "H", "H", "H", "H", "H", "C", "O", "C", "C", "O", "C", "H", "H", "H", "H", "H", "H", "H", "H", "H", "H", "C", "C", "O", "C", "O", "C", "F", "F", "F", "H", "H", "H", "H", "H"],
  "coordinates": [[-5.6362, 1.4673, 2.8521], [-4.4058, 0.6928, 2.1276], [-4.9966, 0.0304, 0.8342], [-4.5895, -3.5286, 3.5470], [-5.9162, -3.6347, 3.6189], [-4.0508, -4.5855, 4.1480], [-4.2209, -3.5544, 2.2601], [-4.0091, -1.9866, 4.3740], [-2.6262, -2.2136, 4.6560], [-4.3031, -0.9700, 3.3544], [-4.8724, -1.8484, 5.5184], [-0.9587, 0.0926, 0.7607], [-0.2216, 0.9794, 2.0267], [-1.4591, 1.5771, 0.0426], [-1.7095, -0.7633, -0.5243], [-0.4807, -1.3795, 1.4737], [-2.4889, 0.0376, 1.6720], [0.4982, 0.0785, -0.1717], [-2.3607, 1.8383, 4.4290], [-3.1451, 2.1560, 3.2967], [-2.6821, 3.2912, 2.6209], [-3.7076, 3.7542, 1.6133], [-4.1371, 2.6491, 0.8322], [-4.6272, 2.9906, -0.4495], [-2.4906, 2.5896, 5.2141], [-1.3078, 1.6892, 4.1900], [-2.6998, 0.8876, 4.8458], [-1.7037, 3.1342, 2.1542], [-2.5260, 4.1491, 3.2954], [-3.1609, 4.4611, 0.9737], [-4.5584, 4.2718, 2.0641], [-4.5171, 2.0858, -1.0455], [-3.9649, 3.7227, -0.9241], [-5.6406, 3.3965, -0.4731], [-1.3020, -3.7963, -4.1798], [-0.5070, -4.0276, -3.0488], [-0.9952, -3.4082, -1.8649], [-2.1891, -4.0957, -1.2513], [-3.3960, -3.8394, -1.9490], [-3.8528, -2.4826, -1.9028], [-2.2655, -4.3060, -4.0892], [-0.7584, -4.1916, -5.0369], [-1.4898, -2.7250, -4.3317], [-1.2096, -2.3653, -2.1181], [-0.1492, -3.3564, -1.1756], [-2.2493, -3.8400, -0.1851], [-2.0432, -5.1757, -1.3274], [-3.3652, -1.9098, -2.6990], [-3.6391, -2.0317, -0.9391], [-4.9153, -2.5584, -2.1234], [0.8699, -0.2883, -3.4401], [1.1851, 0.3430, -4.6562], [2.3227, 1.1727, -4.5620], [2.5054, 1.9233, -5.8423], [2.8319, 1.0346, -6.8920], [2.7766, 1.6752, -8.1408], [1.1164, 0.3303, -2.5744], [1.3698, -1.2614, -3.3491], [-0.2020, -0.4906, -3.4212], [3.2545, 0.6232, -4.3741], [2.1406, 1.9130, -3.7705], [3.3064, 2.6725, -5.7387], [1.5998, 2.4772, -6.1377], [3.1797, 1.0163, -8.9029], [3.3375, 2.6219, -8.1440], [1.7304, 1.9323, -8.3699], [7.4444, -5.0201, 0.4305], [6.3873, -4.1752, 0.7348], [5.3078, -4.3287, -0.1600], [4.3297, -3.1953, 0.0317], [4.0344, -3.0323, 1.3859], [2.9169, -2.2127, 1.5741], [7.1918, -6.0920, 0.4454], [8.2545, -4.8774, 1.1461], [7.8630, -4.8239, -0.5728], [4.7729, -5.2748, -0.0063], [5.6967, -4.2728, -1.1855], [3.4303, -3.4019, -0.5676], [4.7568, -2.2621, -0.3754], [2.6179, -2.2465, 2.6247], [2.0290, -2.5086, 1.0086], [3.1936, -1.1652, 1.3875], [1.3530, -0.2643, 5.0933], [0.1455, -0.4903, 5.7769], [0.2011, -0.0463, 7.0928], [-1.0413, -0.4732, 7.8703], [-1.6065, -1.6258, 7.3550], [-2.7330, -2.0309, 8.0831], [1.3065, -0.8066, 4.1547], [2.2065, -0.5634, 5.7131], [1.4680, 0.8034, 4.8474], [0.2869, 1.0526, 7.1599], [1.0932, -0.4762, 7.5733], [-1.7752, 0.3433, 7.9871], [-0.7135, -0.6271, 8.9196], [-2.4678, -2.2805, 9.1203], [-3.0485, -2.9635, 7.6099], [-3.5650, -1.3271, 8.0140], [2.8615, 2.1809, -0.6476], [3.8743, 2.4581, -1.5846], [4.6247, 1.3043, -1.8794], [5.7851, 1.1487, -0.9011], [6.3162, -0.1543, -1.0889], [7.6830, -0.2739, -0.7756], [3.0195, 1.3033, -0.0132], [1.9341, 1.9707, -1.1980], [2.6360, 3.0281, 0.0009], [5.0838, 1.4597, -2.8595], [4.0136, 0.4003, -1.9103], [5.4237, 1.2539, 0.1316], [6.5577, 1.9037, -1.0757], [7.9862, -1.2636, -1.1113], [7.8399, -0.1997, 0.3081], [8.2923, 0.4890, -1.2737], [-4.2000, 5.9232, -4.7444], [-4.4302, 5.1411, -3.4732], [-3.6313, 3.9525, -3.4165], [-2.3311, 4.0712, -3.2675], [-1.7282, 5.0891, -3.0935], [-1.6531, 2.6945, -3.4129], [-0.7152, 2.5074, -2.5110], [-2.5279, 1.6929, -3.3301], [-1.0993, 2.6425, -4.6374], [-3.3092, 6.5376, -4.7051], [-5.0787, 6.5232, -4.9866], [-4.1850, 5.1858, -5.5529], [-5.4718, 4.8415, -3.3744], [-4.2293, 5.7097, -2.5578]],
  "lowdin_charge": [-0.32, 0.92, -0.28, -0.67, 0.13, 0.13, 0.13, 0.51, -0.25, -0.37, -0.28, 0.73, -0.22, -0.22, -0.22, -0.21, -0.28, -0.24, -0.05, -0.27, -0.19, -0.16, -0.25, -0.05, 0.10, 0.09, 0.10, 0.12, 0.14, 0.13, 0.14, 0.10, 0.08, 0.11, -0.12, -0.19, -0.21, -0.19, -0.21, -0.08, 0.08, 0.08, 0.08, 0.09, 0.13, 0.12, 0.13, 0.08, 0.07, 0.09, -0.10, -0.17, -0.21, -0.22, -0.17, -0.13, 0.06, 0.10, 0.08, 0.13, 0.12, 0.13, 0.12, 0.08, 0.08, 0.09, -0.15, -0.17, -0.21, -0.23, -0.16, -0.11, 0.09, 0.08, 0.09, 0.13, 0.13, 0.13, 0.12, 0.08, 0.08, 0.09, -0.10, -0.17, -0.23, -0.24, -0.17, -0.12, 0.08, 0.09, 0.09, 0.12, 0.12, 0.12, 0.12, 0.09, 0.09, 0.09, -0.11, -0.18, -0.22, -0.20, -0.20, -0.11, 0.08, 0.06, 0.09, 0.13, 0.12, 0.13, 0.12, 0.08, 0.09, 0.08, -0.06, -0.21, 0.01, -0.41, 0.17, -0.56, 0.19, 0.17, 0.16, 0.08, 0.08, 0.09, 0.13, 0.13]
}

***

HOMO (eV)
-0.05 -6.69